1.
C31H31GeO3S3SbV as an isolated structure at a distorted geometry. Source: OMol25; level of theory: ωB97M-V/def2-TZVPD.

Values from the calculation:
Gap between HOMO and LUMO (alpha / beta) ... 0.2430 / 0.2424 Eh
LUMO (alpha / beta) ... 2.2 / 2.2 eV
Spin multiplicity ... 3
Charge ... -1
Highest occupied orbital energy (alpha / beta) ... -4.42 / -4.44 eV
Energy relative to the best compared isomer or geometry (same formula, charge and spin) ... 9.5 kcal per mole

```
71
Properties=species:S:1:pos:R:3:forces:R:3
V -3.984474 -1.107660 1.897141 0.32 0.15 0.34
S -5.187062 0.197031 3.473081 -0.12 0.33 -0.55
Sb -6.223592 0.310440 1.231868 -1.01 1.44 0.98
S -4.091666 0.636577 0.281290 0.83 0.23 -0.39
S -5.996728 -1.988123 1.232031 -0.75 -1.90 -0.52
O -0.930374 -3.112327 2.606481 0.79 -1.29 -0.40
C -1.192223 -1.948695 2.736435 -0.25 0.48 1.68
O -2.421515 -1.516577 2.846801 0.64 0.47 0.12
C -0.105762 -0.861737 2.839225 -2.13 1.07 -0.47
C -0.184113 -0.314069 1.424244 0.82 -0.81 -0.91
Ge 1.096863 1.079574 0.924816 -0.57 0.15 1.46
C 2.884263 0.361525 1.279033 -0.65 0.90 2.02
C 3.741635 0.070625 0.270684 -0.17 -0.38 -1.13
C 4.953700 -0.491382 0.536190 3.83 -1.22 -0.27
C 5.420019 -0.759145 1.828819 -1.06 0.02 0.77
C 4.544981 -0.411965 2.887284 0.82 -0.29 -0.21
C 3.334996 0.177530 2.606452 -0.15 0.00 -1.05
C 0.569980 2.538135 2.219368 -0.04 -1.64 -1.42
C 1.435623 3.436845 2.771086 1.05 0.25 -0.95
C 0.967515 4.369992 3.669445 1.87 1.79 1.26
C -0.337954 4.371857 4.116392 0.17 -0.92 -1.25
C -1.206195 3.419628 3.501495 -0.32 1.70 1.74
C -0.790074 2.527540 2.566484 1.93 0.35 0.06
C 1.234076 1.668878 -0.904733 -1.70 -1.11 -0.11
C 2.154993 2.660541 -1.117093 0.21 0.62 -0.50
C 2.325326 3.240655 -2.358322 -0.35 -0.15 -1.86
C 1.559920 2.763381 -3.461193 0.17 -0.79 0.63
C 0.629919 1.710749 -3.232886 0.26 0.72 -0.22
C 0.425941 1.174406 -1.946136 0.51 0.95 -0.91
H 0.854367 -1.142506 3.130057 1.50 -1.24 0.25
H -0.384168 -0.065444 3.513758 -0.48 0.11 0.47
H -1.236165 -0.119351 1.275989 -0.17 0.54 -0.61
H 0.057343 -1.207314 0.835338 -0.08 0.23 -0.60
H 3.433613 0.227038 -0.748717 0.05 0.07 -0.31
H 5.732402 -0.739760 -0.252942 -1.44 0.39 0.57
H 6.385216 -1.262584 2.046617 -0.76 0.52 -0.40
H 4.770912 -0.587033 3.939714 0.30 0.00 -0.31
H 2.743462 0.527211 3.419075 -0.59 0.06 0.54
H 2.482464 3.478163 2.395976 -0.73 -0.05 0.57
H 1.751196 5.124752 4.037301 -1.46 -1.03 -0.30
H -0.619549 5.107940 4.861206 -0.42 -0.27 -0.12
H -2.221889 3.433735 3.830230 -0.66 -0.17 0.04
H -1.395631 1.787910 2.119974 -1.08 -0.41 -0.20
H 2.726912 2.994678 -0.274034 0.40 0.29 0.24
H 3.062930 4.027953 -2.549226 -0.28 -0.27 0.28
H 1.747116 3.117957 -4.503560 -0.28 -0.15 1.11
H 0.026897 1.349896 -4.081213 0.33 0.13 0.49
H -0.381853 0.441493 -1.845004 0.49 0.13 0.38
C 1.136866 -1.797657 -4.249817 0.03 0.54 0.49
C -0.202693 -2.041859 -3.646807 0.66 -0.84 2.78
C -1.354355 -1.307581 -3.747453 -0.12 1.35 -2.35
C -2.500592 -1.512443 -3.021446 -0.19 -0.71 0.75
C -3.701560 -0.729961 -3.380155 -0.73 0.43 -1.91
C -2.459885 -2.419506 -1.965303 0.49 -0.07 1.81
C -3.444327 -2.260097 -0.846372 0.97 -0.44 2.07
O -3.110292 -2.361963 0.363221 0.09 0.00 -2.73
C -1.274534 -3.157087 -1.708653 1.49 -0.17 -1.85
C -1.080862 -4.118571 -0.589844 -0.70 1.92 1.85
C -0.172433 -2.999381 -2.619971 -1.33 -0.38 0.76
H 1.583685 -2.759382 -4.423552 0.25 -0.37 -0.73
H 1.869669 -1.300870 -3.560917 -0.98 -0.02 -0.44
H 0.964532 -1.205822 -5.118891 0.64 0.37 -0.98
H -1.459491 -0.516473 -4.517645 0.38 -0.46 0.34
H -4.578165 -0.859772 -2.791807 -0.47 -0.42 0.74
H -4.019400 -1.004826 -4.441963 0.51 0.51 1.17
H -3.510750 0.342350 -3.325762 0.15 0.03 -0.23
H -4.476887 -1.996303 -1.008428 -0.42 0.21 -0.43
H -1.883660 -4.777477 -0.382492 -1.33 -0.40 -0.07
H -0.974211 -3.559273 0.393025 0.20 -0.71 -1.11
H -0.278432 -4.760955 -0.754044 1.77 -0.74 -0.33
H 0.764183 -3.594056 -2.531247 -0.92 0.35 0.33
```
Forces are in eV/Å.

These are the Löwdin partial charges, in e, on atoms 1 to 4: atom 1 (V): -0.0403, atom 2 (S): -0.1525, atom 3 (Sb): 0.2931, atom 4 (S): -0.1022

***

2.
C8H18BrGdOP as an isolated structure at a distorted geometry. Source: OMol25; level of theory: ωB97M-V/def2-TZVPD.

Values from the calculation:
Gap between HOMO and LUMO (alpha / beta) ... 0.2656 / 0.2566 Eh
LUMO (alpha / beta) ... -12.5 / -12.9 eV
Spin multiplicity ... 8
Charge ... +3
Highest occupied orbital energy (alpha / beta) ... -19.71 / -19.83 eV

```
30
Properties=species:S:1:pos:R:3:forces:R:3
C 1.749943 -3.374581 2.385692 -0.02 0.02 -0.10
C 0.959938 -2.518015 1.395642 -0.06 -0.07 0.20
C 1.467624 -2.719840 -0.044354 0.13 -0.03 0.04
P 1.314012 -1.266858 -1.112039 -0.14 -0.07 -0.10
Br 0.152365 -1.667323 -2.850424 -0.02 -0.06 -0.21
C 0.552490 0.214087 -0.341622 0.28 -0.17 -0.12
C 0.440669 1.443236 -1.263840 0.04 0.14 0.79
C 0.180388 2.700421 -0.376560 -0.03 -0.62 -0.09
C -1.214943 2.689403 0.201492 -0.30 0.02 0.39
O -2.191180 2.591246 -0.858170 1.08 0.14 -0.69
C -3.129476 1.491259 -0.685084 -0.30 0.12 -0.14
H 2.822905 -3.270270 2.235235 0.06 0.01 0.01
H 1.527663 -3.052445 3.399002 -0.07 -0.06 0.08
H 1.480034 -4.421746 2.290041 0.05 -0.12 0.00
H -0.090424 -2.804841 1.415809 -0.12 0.13 0.04
H 1.024087 -1.479379 1.719879 0.06 0.11 -0.07
H 2.525404 -3.000453 -0.062470 0.07 0.07 -0.02
H 0.928780 -3.500451 -0.586387 0.02 -0.10 -0.01
H 1.174419 0.452965 0.522811 0.04 0.02 0.04
H -0.422050 -0.102306 0.033159 -0.07 0.00 0.05
H -0.404327 1.252304 -1.944747 -0.08 -0.56 0.10
H 1.332345 1.559664 -1.880061 0.35 0.00 -0.05
H 0.898161 2.693079 0.441485 0.17 0.24 -0.05
H 0.373234 3.661681 -0.873463 0.46 0.32 0.18
H -1.417047 3.589254 0.778272 0.00 0.06 0.06
H -1.280503 1.837507 0.875063 -0.31 -0.04 0.05
H -4.004894 1.712831 -1.284952 -0.05 0.03 -0.07
H -2.679341 0.555388 -1.013626 0.06 -0.08 0.03
H -3.424410 1.436099 0.358267 -0.02 0.02 0.07
Gd -0.645870 3.298084 -2.874052 -1.28 0.54 -0.40
```
Forces are in eV/Å.

These are the Löwdin partial charges, in e, on atoms 1 to 4: atom 1 (C): -0.0667, atom 2 (C): -0.2804, atom 3 (C): -0.3424, atom 4 (P): 0.7584

***

3.
A 7-piece molecular cluster, C12H36NO15 overall at a distorted geometry. Source: OMol25; level of theory: ωB97M-V/def2-TZVPD.

Values from the calculation:
Gap between HOMO and LUMO ... 0.3250 Eh
LUMO ... 2.6 eV
Charge ... -1
Highest occupied orbital energy ... -6.22 eV
Energy relative to the best compared isomer or geometry (same formula, charge and spin) ... 26.8 kcal per mole

```
64
Properties=species:S:1:pos:R:3:forces:R:3
N 1.481771 -0.104513 -0.407603 -0.11 -0.28 -0.13
O 0.445527 -0.835635 -0.557803 0.16 0.04 0.04
O 2.560530 -0.669432 -0.097078 0.01 -0.29 0.14
O 1.424118 1.093926 -0.569513 -0.04 0.34 -0.05
C -1.738020 1.900939 -3.680616 -0.25 -1.27 -0.15
C -1.749298 3.207313 -4.394107 -0.04 1.03 -0.04
O -1.960141 4.294023 -3.476800 -0.05 -0.31 -0.10
O -0.540385 1.717633 -2.967268 0.14 0.41 -0.07
H -1.878803 1.117995 -4.449903 0.22 0.15 0.07
H -2.620074 1.801695 -3.033412 0.13 0.29 0.18
H -2.544127 3.200618 -5.148856 -0.04 -0.07 0.04
H -0.792891 3.355507 -4.907450 0.01 -0.12 -0.01
H -2.351497 5.027839 -3.955422 0.07 0.00 -0.05
H -0.234403 0.806928 -2.982082 -0.21 -0.05 0.15
C 2.733972 -3.949457 -0.890846 0.23 -0.26 -0.56
C 2.685838 -3.231296 -2.243749 -0.44 0.48 0.43
O 1.354272 -2.946678 -2.679818 0.23 -0.58 0.00
O 1.892221 -3.417330 0.086171 -0.48 0.07 0.15
H 3.785993 -3.963627 -0.562658 -0.05 0.01 -0.02
H 2.421705 -4.987854 -1.052532 0.00 0.04 0.14
H 3.160561 -3.881474 -2.978388 0.04 0.11 -0.16
H 3.214319 -2.274593 -2.171622 0.21 -0.13 -0.03
H 0.849635 -2.748771 -1.880200 -0.03 0.25 0.06
H 1.864272 -2.442390 0.025904 0.37 0.00 0.04
C 0.437149 -0.493401 2.922017 0.06 -0.48 -0.69
C 1.745707 -0.414067 3.676643 0.49 0.30 0.37
O 2.851665 0.041885 2.908061 -0.12 0.07 0.01
O -0.596320 -0.938480 3.810365 0.04 0.21 -0.04
H 0.515662 -1.217081 2.098838 0.05 -0.02 0.14
H 0.184207 0.448910 2.431480 0.03 0.11 0.24
H 2.000154 -1.369687 4.149777 -0.27 -0.09 -0.06
H 1.634554 0.317046 4.484462 0.01 -0.05 -0.03
H 3.035870 -0.563391 2.178537 -0.27 0.04 -0.16
H -1.257123 -0.243245 3.843973 -0.03 -0.03 0.00
C -1.460037 -3.773377 0.325982 -0.09 0.19 0.52
C -2.798486 -3.349178 0.874146 -0.33 0.02 -0.45
O -3.601718 -2.674361 -0.112848 0.09 -0.11 0.14
O -1.591982 -4.764167 -0.675384 -0.06 -0.13 -0.26
H -0.907212 -4.218576 1.157379 0.18 0.02 -0.16
H -0.919468 -2.887507 -0.010515 0.16 -0.08 -0.14
H -2.641341 -2.644738 1.690457 -0.07 -0.05 0.13
H -3.338376 -4.241338 1.209739 0.04 0.12 0.26
H -4.142225 -3.339467 -0.545221 0.06 0.00 -0.07
H -1.747327 -4.327650 -1.518033 0.07 0.05 0.04
C 2.895855 3.262781 2.590681 -0.24 0.46 0.25
C 3.358573 3.136251 1.176054 0.84 -0.60 -0.74
O 2.513287 3.890937 0.320344 -0.09 0.43 0.33
O 2.915419 4.637390 3.011138 0.20 -0.15 -0.07
H 3.579687 2.700044 3.222820 -0.09 0.00 0.13
H 1.880196 2.883813 2.726685 0.05 -0.24 -0.16
H 3.410871 2.089525 0.848438 -0.41 0.03 0.22
H 4.401335 3.491216 1.109037 -0.18 0.25 0.12
H 2.974679 4.077595 -0.499520 -0.06 -0.17 -0.05
H 2.593882 5.134023 2.249287 -0.08 0.00 0.00
C -2.896028 0.597883 0.280969 0.95 -0.34 0.18
C -3.704832 1.797749 0.657132 -0.20 0.02 -0.02
O -3.496136 2.879434 -0.237627 -0.09 0.04 -0.16
O -1.522732 0.851023 0.532216 -0.48 0.02 0.24
H -3.027373 0.333689 -0.772881 -0.28 0.01 0.01
H -3.250562 -0.235618 0.907156 -0.05 -0.05 -0.19
H -3.415624 2.109514 1.666282 -0.08 -0.05 0.07
H -4.755039 1.476701 0.659098 0.00 0.18 0.08
H -4.347829 3.271701 -0.436487 0.03 0.08 -0.03
H -0.976054 0.194882 0.064944 0.15 0.15 -0.09
```
Forces are in eV/Å.

These are the Löwdin partial charges, in e, on atoms 1 to 4: atom 1 (N): -0.5440, atom 2 (O): -0.0891, atom 3 (O): -0.0519, atom 4 (O): 0.0570

***

4.
C19H10F5GaN2O7SSe as an isolated structure. Source: OMol25; level of theory: ωB97M-V/def2-TZVPD.

Values from the calculation:
Gap between HOMO and LUMO ... 0.2477 Eh
LUMO ... -1.8 eV
Charge ... 0
Highest occupied orbital energy ... -8.52 eV
Energy relative to the best compared isomer or geometry (same formula, charge and spin) ... 1.1 kcal per mole

```
46
Properties=species:S:1:pos:R:3:forces:R:3
Ga 0.691838 1.114138 -0.268605 -0.03 -0.55 -0.13
O -0.021505 -1.122475 3.380971 0.13 0.11 0.02
C 0.036098 -0.456075 2.254422 -0.54 -0.22 -0.29
O 0.853554 0.409458 1.989053 0.19 -0.07 0.01
C -1.024960 -0.809678 1.255554 0.52 0.13 0.28
C -1.991703 -1.772798 1.364480 -0.24 -0.15 -0.02
C -2.860813 -1.941006 0.275353 0.14 -0.01 0.18
C -2.731133 -1.135612 -0.838362 -0.01 0.07 -0.13
C -1.706948 -0.197437 -0.867473 -0.11 0.04 0.07
N -0.884346 -0.066488 0.157695 -0.03 0.27 -0.08
C -1.393703 0.734364 -2.025950 -0.05 -0.03 0.10
O -2.042944 0.678860 -3.036070 0.03 0.08 -0.05
O -0.385953 1.538631 -1.775466 0.18 -0.05 -0.24
H 0.701738 -0.831709 3.961153 -0.03 -0.04 0.02
H -2.057199 -2.410801 2.233552 0.00 -0.05 -0.04
H -3.605526 -2.722955 0.311431 0.02 -0.04 0.05
H -3.372925 -1.235459 -1.702174 0.00 0.03 0.00
N 1.778018 -0.427501 -1.246281 -0.07 -0.10 0.12
C 1.343674 -1.766602 -0.872481 0.23 0.07 -0.03
C 1.747860 -2.254916 0.361059 0.09 0.02 -0.01
C 1.180601 -3.420362 0.846752 -0.19 -0.09 0.12
C 0.193155 -4.073037 0.115675 0.34 0.26 -0.29
C -0.119212 -3.623613 -1.162083 -0.11 -0.06 0.09
C 0.460960 -2.468088 -1.668894 -0.19 0.08 0.09
S -0.747335 -5.401127 0.850951 -0.07 -0.32 0.22
O -1.050964 -6.290187 -0.248425 -0.02 0.08 0.01
O -1.906825 -4.668889 1.368385 -0.06 0.15 -0.04
O 0.120550 -5.928813 1.883727 -0.04 0.08 -0.06
H 1.608249 -0.223111 -2.229266 -0.02 -0.14 -0.06
H 2.780547 -0.329967 -1.104846 -0.01 0.08 0.04
H 2.478531 -1.705798 0.948660 -0.01 -0.03 -0.02
H 1.444403 -3.814233 1.821223 0.04 -0.03 -0.05
H -0.857202 -4.170265 -1.736260 0.05 -0.03 -0.02
H 0.168003 -2.081305 -2.640158 0.03 -0.04 -0.02
F -0.480147 7.607230 -0.330408 0.02 -0.02 0.01
C 0.197226 6.468568 -0.249211 -0.05 0.12 -0.02
C 1.548739 6.439925 -0.542632 0.05 0.04 -0.02
F 2.168713 7.558104 -0.902196 -0.01 -0.01 0.00
C 2.249779 5.248865 -0.463975 0.00 0.15 -0.05
F 3.549030 5.266988 -0.759524 0.00 -0.10 0.02
C 1.628698 4.070059 -0.092437 0.09 -0.17 0.07
Se 2.601708 2.429168 0.012671 -0.08 0.43 0.04
C 0.282983 4.139430 0.209962 -0.12 0.09 0.04
F -0.383500 3.019984 0.605530 0.00 0.01 0.08
C -0.447050 5.305799 0.131468 -0.03 0.00 0.02
F -1.742765 5.320734 0.423449 0.00 -0.02 0.00
```
Forces are in eV/Å.

These are the Löwdin partial charges, in e, on atoms 1 to 4: atom 1 (Ga): 0.2871, atom 2 (O): 0.2037, atom 3 (C): -0.4345, atom 4 (O): 0.0534

***

5.
The molecule C5H7N. Source: OMol25; level of theory: ωB97M-V/def2-TZVPD.

Values from the calculation:
Gap between HOMO and LUMO ... 0.2811 Eh
LUMO ... 0.6 eV
Charge ... 0
Highest occupied orbital energy ... -7.05 eV
Energy relative to the best compared isomer or geometry (same formula, charge and spin) ... 97.5 kcal per mole

```
13
Properties=species:S:1:pos:R:3:forces:R:3
C -1.964504 0.240306 0.387126 0.26 0.32 0.03
N -0.633486 -0.179732 -0.468967 0.09 -0.07 0.02
C 0.097361 -1.197241 0.244139 0.17 -0.03 0.11
C 1.359085 -0.790643 0.440451 -0.19 -0.09 0.04
C 1.515899 0.522113 -0.179553 -0.19 0.08 -0.09
C 0.339408 0.853502 -0.732285 0.15 0.10 0.07
H -1.532314 0.330981 1.400998 -0.02 -0.01 -0.15
H -1.050805 -0.541586 -1.324760 0.08 0.01 0.06
H -2.075096 1.288285 0.047358 -0.13 -0.20 0.03
H -0.456403 -2.054712 0.596618 0.09 0.09 -0.08
H 2.117236 -1.315052 1.008786 -0.15 0.05 -0.12
H 2.409837 1.133675 -0.152113 -0.18 -0.10 -0.04
H 0.022586 1.733390 -1.275048 0.03 -0.15 0.11
```
Forces are in eV/Å.

These are the Löwdin partial charges, in e, on atoms 1 to 4: atom 1 (C): -0.0782, atom 2 (N): -0.2033, atom 3 (C): -0.0891, atom 4 (C): -0.0540

***

6.
An isolated ion of composition C4H6NO3 and charge -1 at a distorted geometry. Source: OMol25; level of theory: ωB97M-V/def2-TZVPD.

Values from the calculation:
Gap between HOMO and LUMO ... 0.3050 Eh
Structure (SMILES) ... C[C@@H](C=O)NC(=O)[O-]
LUMO ... 4.0 eV
Charge ... -1
Highest occupied orbital energy ... -4.33 eV
Energy relative to the best compared isomer or geometry (same formula, charge and spin) ... 51.4 kcal per mole

```
14
Properties=species:S:1:pos:R:3:forces:R:3
O 2.219108 1.303257 -0.889150 0.78 1.28 -0.89
C 1.514554 0.591677 -0.231348 -0.77 -0.41 0.10
C -0.039210 0.628204 -0.396082 2.40 -1.36 1.82
C -0.729579 0.932148 0.986906 -2.12 -2.23 -1.00
N -0.323006 -0.693006 -0.933373 -1.27 3.80 -2.99
C -0.354793 -1.789762 -0.068695 0.33 -0.38 -1.90
O 0.229030 -1.505475 0.991914 -0.03 -1.88 1.13
O -0.828263 -2.793848 -0.632285 -0.25 -0.96 1.28
H 2.029302 -0.163146 0.363490 -0.55 -0.41 0.54
H -0.029557 1.313034 -1.242658 -1.09 0.63 0.36
H -0.017224 1.458771 1.615231 -0.63 0.51 0.28
H -1.761208 1.310406 0.767855 1.04 0.97 0.46
H -1.062397 -0.085532 1.511218 1.45 2.24 -1.13
H -0.846757 -0.506727 -1.843023 0.71 -1.79 1.92
```
Forces are in eV/Å.

These are the Löwdin partial charges, in e, on atoms 1 to 4: atom 1 (O): 0.0022, atom 2 (C): -0.2435, atom 3 (C): -0.3396, atom 4 (C): -0.0627

***

Number 1: molecular weight 793.10 g mol⁻¹. Number 2: molecular weight 398.36 g mol⁻¹. Number 3: molecular weight 434.41 g mol⁻¹. Number 4: molecular weight 654.04 g mol⁻¹. Number 5: molecular weight 81.12 g mol⁻¹. Number 6: molecular weight 116.10 g mol⁻¹.